No. 1
Molecular formula: C48H63N7O11
Method: DFT, wB97M-V/def2-TZVPD

Charge   0
HOMO   -9.370 eV
E_LUMO   0.0160 hartree
SMILES   COC(=O)OC.COC(=O)OC.COC(=O)OC.c1ccncc1.c1ccncc1.c1ccncc1.c1ccncc1.c1ccncc1.c1ccncc1.c1ccncc1.COCCOC
Gap between HOMO and LUMO   9.81 eV

XYZ file:
```
129
Properties=species:S:1:pos:R:3:lowdin_charge:R:1
O -0.28158 1.10037 2.14156 -0.22
O -0.35113 -4.35827 2.07511 0.03
O -0.70258 -5.68595 0.26495 0.00
O -2.88400 -3.44151 -3.35503 0.06
O -3.34641 -3.92675 -5.51851 0.01
O -3.12655 -1.86741 -4.95737 0.05
O -2.29852 -5.47878 1.81014 0.02
O 2.54316 -2.57319 -0.40028 0.11
O 3.09022 -0.71744 -1.56867 0.01
O 2.70410 -0.50710 0.56565 -0.05
O -1.79935 -0.78735 -0.61083 -0.17
N -0.91377 -0.86404 6.53886 0.04
N -5.15811 5.45889 1.75977 0.05
N 4.27185 3.47451 -1.59381 0.06
N -2.92650 2.43969 -2.41000 0.07
N 0.42667 -0.24569 -4.43183 0.06
N 1.60880 -3.44351 -5.70821 0.07
N 4.00300 5.03111 5.17438 0.05
C -1.12007 0.11911 1.54300 -0.20
C 2.57315 -1.11264 1.83174 -0.05
C -5.15842 4.42559 2.57095 -0.18
C -2.44788 3.47080 0.16913 -0.06
C 2.53273 3.17096 4.94222 -0.08
C -4.12844 4.13415 3.52102 -0.06
C 2.69737 2.75256 0.02985 -0.10
C -0.45106 1.31167 3.54667 -0.08
C 1.25020 1.66409 -3.32885 -0.07
C 1.92960 3.86923 -0.15054 -0.12
C 3.65592 4.03794 3.02965 -0.07
C 1.29179 -2.15020 5.43892 -0.09
C 2.38147 4.84326 -1.00058 -0.07
C 2.16165 -5.56137 -4.83549 -0.06
C 0.53263 -3.46558 -4.93148 -0.14
C 3.60120 4.63438 -1.64597 -0.14
C 2.75800 -1.38209 -0.50864 -0.59
C -1.07894 -2.00981 -0.74345 -0.10
C 2.42198 -4.48661 -5.65510 -0.16
C -3.38348 -5.28502 -5.14118 -0.05
C -0.01491 -2.43414 5.02478 -0.05
C -1.11653 -1.79811 5.64671 -0.16
C -4.17669 6.34095 1.88170 -0.15
C -3.00475 -3.06917 -4.53835 -0.62
C -3.80421 2.32752 -1.43691 -0.14
C -2.73187 -0.85878 -4.01848 -0.03
C 3.81801 2.58813 -0.76699 -0.18
C 2.14101 1.90636 -4.37911 -0.06
C -3.06219 6.14409 2.73173 -0.07
C -1.53506 3.67019 -0.90491 -0.05
C -3.05541 5.04303 3.61803 -0.08
C -1.06682 -5.14321 1.42368 -0.57
C 1.25513 -0.06804 -5.39412 -0.17
C 3.18374 4.12845 5.69643 -0.17
C -0.97745 0.20216 0.05165 -0.19
C 0.51365 -5.18615 -0.39779 0.02
C 0.31424 -0.55990 6.95464 -0.15
C -3.62926 2.80173 -0.11781 -0.05
C 2.21385 0.95664 -5.38060 -0.06
C 2.75901 3.12760 3.54518 -0.07
C -2.73575 -4.91001 3.05020 -0.02
C 3.13184 -1.48788 -2.75932 -0.01
C 0.17827 -4.47045 -4.00252 -0.06
C -1.82107 3.09157 -2.15676 -0.17
C 0.40172 0.56254 -3.38758 -0.14
C 4.26927 4.95351 3.87816 -0.15
C 1.43484 -1.22563 6.44607 -0.09
C 1.02526 -5.55077 -3.99972 -0.07
H -5.86912 3.64791 2.35519 0.10
H -2.22719 6.79889 2.70954 0.08
H -4.14615 3.26857 4.17821 0.10
H 0.46610 0.15552 7.75345 0.10
H -3.26105 -3.95063 2.82028 0.12
H 1.04750 -4.53114 0.28910 0.08
H 2.95067 1.09125 -6.15738 0.10
H 1.67117 -1.68833 1.96874 0.08
H -0.74876 -4.32447 -3.48317 0.08
H -3.34915 -5.66088 3.39499 0.07
H -4.71848 1.75990 -1.72334 0.12
H 0.12619 -4.64400 -1.24425 0.06
H -4.04821 -5.46862 -4.31253 0.09
H -1.96629 -4.68692 3.76242 0.07
H -1.74261 -2.75603 -1.16957 0.08
H -2.15828 4.90458 4.22189 0.10
H 0.82608 -6.38560 -3.34358 0.10
H -2.40106 -5.70412 -4.98174 0.09
H 2.47030 1.87863 0.64881 0.09
H -2.11794 -1.93432 5.33753 0.09
H -1.30466 1.21017 -0.26098 0.10
H 1.17869 2.29514 -2.47411 0.08
H 3.81946 4.11926 1.98528 0.07
H -4.36216 2.59532 0.63524 0.08
H 0.05237 2.15288 4.02478 0.06
H -1.04259 3.13641 -2.93376 0.10
H -0.13586 -3.18184 4.23073 0.08
H -0.19833 -1.90148 -1.40143 0.08
H 1.89646 2.45188 5.51041 0.10
H 4.42381 1.63654 -0.70198 0.13
H -2.17040 0.37652 1.86937 0.14
H 3.44472 -1.72592 1.96599 0.10
H -2.52897 0.02571 -4.60451 0.09
H -0.60855 4.26063 -0.73707 0.08
H -3.55766 -0.73774 -3.30347 0.10
H -0.03399 0.40094 4.01013 0.07
H 4.05933 5.35609 -2.29854 0.10
H 2.22933 2.38390 2.85437 0.11
H 2.48716 -0.35302 2.57773 0.08
H 2.40043 -2.28151 -2.80205 0.09
H 2.42820 -0.96590 6.86313 0.11
H -0.63475 -2.43511 0.20306 0.09
H -0.20123 0.35914 -2.49009 0.10
H 2.76864 -6.44729 -4.94805 0.10
H 2.20879 -2.57844 5.00908 0.12
H 3.01067 -0.71248 -3.55748 0.09
H 3.35433 -4.40728 -6.16499 0.10
H 0.10277 0.07222 -0.16781 0.12
H -4.16339 7.19609 1.18536 0.11
H 1.81217 5.75289 -1.22246 0.11
H 2.82464 2.77505 -4.28392 0.11
H -0.14448 -2.60165 -4.94779 0.09
H 4.98031 5.68847 3.47719 0.11
H -3.88043 -5.76153 -5.96255 0.09
H -0.87842 -0.86399 1.98486 0.12
H -1.83594 -1.08725 -3.40852 0.07
H 3.02253 4.20909 6.76568 0.10
H -2.27046 3.85891 1.13652 0.08
H 0.95205 3.85162 0.35385 0.10
H -1.52697 1.28415 3.82820 0.09
H 1.27571 -0.81975 -6.17332 0.10
H 1.05662 -6.08072 -0.67800 0.10
H 4.09976 -1.94654 -2.73839 0.10
```

No. 2
Molecular formula: C8H16O2
Method: DFT, wB97M-V/def2-TZVPD

Charge   0
Energy relative to the best compared isomer or geometry (same formula, charge and spin)   204.7 kJ/mol
HOMO   -8.871 eV
E_LUMO   0.0278 hartree
SMILES   CC(=O)C(C)C.C=C(C)O
Gap between HOMO and LUMO   9.63 eV

XYZ file:
```
26
Properties=species:S:1:pos:R:3:lowdin_charge:R:1
O -1.20484 0.07256 0.69153 -0.05
O 0.38320 0.77869 -1.26970 0.01
C 0.88548 0.56279 -0.14994 -0.43
C 1.28843 1.73487 0.72504 -0.01
C -2.54343 1.79698 -0.35663 0.05
C 1.10516 -1.87573 -0.72989 -0.06
C -2.33264 -0.45986 -1.43008 -0.03
C -1.97186 0.60420 -0.45184 -0.38
C 1.67394 -0.72382 0.09585 -0.36
C 1.74949 -1.09677 1.57717 -0.07
H 1.73596 -2.75976 -0.63087 0.08
H -1.50245 -0.61358 -2.11583 0.08
H -2.31062 2.49281 0.43463 0.06
H 0.98167 1.57014 1.75233 0.07
H 0.82981 2.64753 0.34489 0.09
H 2.28029 -2.04040 1.69912 0.08
H 0.73978 -1.23043 1.97071 0.08
H -1.30702 0.68383 1.43435 0.10
H 2.68562 -0.50788 -0.26769 0.15
H 1.04975 -1.59556 -1.78226 0.08
H 0.10802 -2.13125 -0.37775 0.08
H -3.22107 2.13556 -1.12138 0.06
H -2.52514 -1.39527 -0.92007 0.08
H -3.20946 -0.16284 -2.00191 0.08
H 2.36699 1.85673 0.71045 0.09
H 2.26492 -0.34354 2.16976 0.07
```

No. 3
Molecular formula: C13H18BO2
Method: DFT, wB97M-V/def2-TZVPD

Charge   -1
HOMO   -4.491 eV
E_LUMO   0.1245 hartree
Gap between HOMO and LUMO   7.88 eV

XYZ file:
```
34
Properties=species:S:1:pos:R:3:lowdin_charge:R:1
O -1.71565 -0.76083 3.23752 -0.08
O -1.25600 -1.99923 2.66701 -0.19
C -2.16768 -0.59977 -0.14208 -0.12
C 1.26729 -0.69270 -1.04582 -0.22
C 3.59986 -0.24850 -0.27830 -0.15
C 2.41969 -1.10730 -0.11323 -0.22
C -0.32429 -1.68218 1.59001 -0.18
C -0.47594 3.32416 -0.70080 -0.13
C -0.90791 2.58359 -1.78818 -0.12
C -1.64627 0.78174 -0.33351 -0.25
C -0.64450 2.79801 0.57242 -0.11
C -1.21946 1.55366 0.75185 -0.05
C 4.58928 0.42003 -0.43009 0.07
C 0.14161 -1.73481 -1.10693 -0.17
C -1.48723 1.34073 -1.60313 -0.07
B -0.99186 -1.75667 0.09520 -0.55
H 2.69317 -2.14878 -0.28280 0.11
H -1.26337 -0.77233 4.08915 0.08
H 5.30279 1.20390 -0.50156 0.00
H -0.01808 4.29522 -0.83009 0.08
H 0.44625 -2.45867 1.68145 0.09
H -0.39348 -1.58346 -2.05211 0.08
H 0.14262 -0.72698 1.85129 0.08
H 0.60648 -2.72485 -1.19795 0.08
H 2.10003 -1.00213 0.92427 0.09
H -1.80742 0.77270 -2.46790 0.11
H -0.78618 2.98147 -2.78768 0.09
H -2.83175 -0.60650 0.72596 0.09
H 0.90314 0.27809 -0.70671 0.10
H -0.32169 3.35894 1.44028 0.09
H -2.74112 -0.88648 -1.02673 0.08
H -1.33297 1.17239 1.75837 0.09
H 1.69650 -0.52547 -2.03926 0.10
H -1.57587 -2.84698 0.05008 0.09
```

No. 4
Molecular formula: C46H38CrNO3Si
Method: DFT, wB97M-V/def2-TZVPD

Charge   +2
⟨S²⟩   3.808
Energy relative to the best compared isomer or geometry (same formula, charge and spin)   9.7 kJ/mol
HOMO (spin up / spin down)   -11.531 / -13.210 eV
Spin multiplicity   4
E_LUMO (spin up / spin down)   -0.1849 / -0.3010 hartree
Gap between HOMO and LUMO (spin up / spin down)   6.50 / 5.02 eV

XYZ file:
```
90
Properties=species:S:1:pos:R:3:lowdin_charge:R:1
Cr 3.79916 -0.98163 -3.31766 0.25
Si -0.15055 1.18567 3.23841 0.72
O 4.30821 -0.10411 -0.43286 0.17
O 5.15382 -3.64512 -2.64539 0.19
O 1.52182 -2.14801 -1.62423 0.18
N -2.38372 -0.27431 2.80657 0.12
C 3.07365 -1.13398 -5.33032 -0.05
C -0.36705 2.37847 -1.26148 -0.06
C 4.47223 -1.13575 -5.36886 -0.08
C -3.05599 -2.86602 -3.05269 -0.02
C -2.15722 0.30365 5.13318 -0.13
C 0.70658 1.63612 -0.76598 -0.06
C 1.24126 -2.68900 2.82645 -0.07
C 3.10172 0.92220 -4.06178 -0.06
C -0.23584 1.72524 1.46829 -0.26
C -1.93228 0.77343 3.68168 -0.29
C 2.43839 -2.68969 3.55309 -0.06
C -4.36746 1.19155 -2.35740 -0.07
C -1.20147 -4.65146 -4.11133 -0.06
C -2.37925 0.12178 -3.28523 -0.17
C -3.28087 -1.18677 3.51933 -0.13
C -3.02567 2.38528 -3.96051 -0.07
C -1.79606 -2.36512 -3.45042 -0.15
C -2.15205 1.30476 -4.02938 -0.04
C 0.49833 2.53341 4.32628 -0.25
C 0.77910 1.32084 0.59492 -0.07
C -3.32979 -4.23043 -3.07447 -0.06
C 2.35328 -0.11428 -4.66035 -0.25
C 0.89030 -0.33919 3.35745 -0.26
C 0.95567 -0.30186 -4.26834 0.07
C 1.31256 4.81679 4.53907 -0.06
C 0.80820 3.77584 3.75306 -0.08
C 4.69821 -2.61667 -2.96001 -0.04
C 4.50022 0.92182 -4.09859 -0.08
C 4.18394 -0.40103 -1.56006 -0.08
C -1.42466 -0.96430 -3.40020 -0.10
C 1.16293 3.41598 6.49709 -0.06
C -1.38515 2.77454 -0.39340 -0.06
C -1.31439 2.47047 0.97267 -0.09
C 2.35506 -1.76951 -2.34819 -0.09
C 2.84586 -1.51652 4.19662 -0.06
C 5.19244 -0.10869 -4.74055 -0.08
C -2.40592 -5.14984 -3.59396 -0.05
C -4.15387 2.33620 -3.13567 -0.07
C -3.49475 0.10849 -2.41907 -0.04
C 0.47855 -1.51652 2.72042 -0.10
C -0.89741 -3.29602 -4.03766 -0.02
C 1.50232 4.64205 5.91467 -0.05
C 2.07230 -0.35271 4.10907 -0.07
C -0.13671 -0.61478 -3.80864 0.01
C -3.16731 -0.86316 5.01080 -0.12
C 0.66051 2.37048 5.71128 -0.10
H -0.45872 -1.50980 2.15807 0.09
H 0.03601 -2.90540 -4.44673 0.10
H 1.29813 3.25865 7.56776 0.11
H 1.63561 0.75397 0.96534 0.10
H 0.39816 1.42173 6.18436 0.10
H -2.72445 -0.00211 1.89285 0.16
H -4.85071 3.17588 -3.10995 0.11
H -2.96696 -2.21237 3.30447 0.13
H -4.32270 -1.12430 3.16905 0.15
H 2.49785 -1.96794 -5.74137 0.16
H 0.65604 3.93219 2.68374 0.10
H -4.29426 -4.55729 -2.69032 0.11
H 2.55306 1.68309 -3.50040 0.14
H 3.77623 -1.50452 4.76599 0.11
H -2.09874 2.81861 1.64884 0.10
H -2.49375 1.13883 5.76523 0.14
H -5.20412 1.13392 -1.66123 0.11
H -1.21110 -0.06577 5.55003 0.11
H -2.85161 -1.74605 5.57406 0.12
H -3.63573 -0.71430 -1.71482 0.10
H -4.13755 -0.54165 5.39738 0.12
H -0.41857 2.62957 -2.32543 0.10
H -3.85388 -2.20149 -2.73810 0.09
H 4.99708 -1.95467 -5.86383 0.15
H -1.24236 1.35302 -4.63548 0.11
H 0.89750 -3.59886 2.33390 0.11
H 5.06314 1.71091 -3.59830 0.15
H 1.88545 5.46082 6.53092 0.12
H -2.24493 3.33047 -0.77130 0.11
H -2.42629 1.76112 3.56266 0.16
H 3.03705 -3.60229 3.63424 0.12
H 1.56924 5.76832 4.07329 0.11
H 6.28269 -0.11855 -4.72823 0.15
H 2.39882 0.55123 4.62398 0.10
H 1.49414 1.30511 -1.44404 0.08
H -2.64481 -6.21582 -3.66656 0.12
H -2.79185 3.27334 -4.54060 0.11
H -0.47434 -5.30620 -4.58522 0.11
```

Calculated electronic energy (Ha), listed in the same order as above: -3077.64783; -464.85176; -681.37138; -3389.49828